{"formula": "C22H49FN", "method": "ωB97M-V/def2-TZVPD", "species": ["F", "C", "N", "C", "C", "C", "H", "H", "H", "H", "H", "H", "H", "C", "C", "C", "C", "C", "C", "H", "H", "H", "H", "H", "H", "H", "H", "H", "H", "H", "H", "H", "H", "C", "C", "C", "C", "C", "C", "H", "H", "H", "H", "H", "H", "H", "H", "H", "H", "H", "H", "H", "H", "C", "C", "C", "C", "C", "C", "H", "H", "H", "H", "H", "H", "H", "H", "H", "H", "H", "H", "H", "H"], "positions_angstrom": [[-2.98731, 2.04573, -1.46557], [-2.91346, 0.81614, -1.87786], [-1.90553, 0.09237, -1.58252], [-2.08409, -1.30220, -2.05083], [-3.13625, -1.11248, -3.15381], [-3.93079, 0.13867, -2.72563], [-1.11292, 0.42548, -1.03899], [-1.13866, -1.72307, -2.37938], [-2.45105, -1.89008, -1.20961], [-3.74076, -2.00417, -3.28666], [-2.63084, -0.86971, -4.08840], [-4.18145, 0.79566, -3.55820], [-4.83987, -0.05109, -2.15057], [3.03979, 0.12622, -7.68884], [2.52573, -0.53956, -6.41727], [1.00455, -0.68164, -6.37564], [0.23612, 0.64041, -6.43724], [0.59766, 1.64553, -5.34512], [0.33543, 1.12074, -3.93775], [2.67073, 1.14790, -7.79190], [4.12848, 0.17230, -7.69462], [2.72546, -0.43108, -8.57350], [2.87387, 0.02147, -5.54452], [2.96714, -1.53472, -6.32708], [0.72370, -1.23278, -5.47154], [0.68328, -1.30492, -7.21511], [-0.83786, 0.42431, -6.38099], [0.39041, 1.10966, -7.41079], [0.02203, 2.56045, -5.50300], [1.64812, 1.93218, -5.42851], [-0.71989, 0.84280, -3.83780], [0.56297, 1.87786, -3.18403], [0.93907, 0.23833, -3.71588], [-0.20284, -0.40491, 1.24909], [0.54054, -1.57426, 0.60823], [-0.09832, -2.93165, 0.89853], [-0.15014, -3.30259, 2.38160], [1.21074, -3.32770, 3.07629], [2.17973, -4.34799, 2.48875], [-0.22110, -0.46528, 2.33670], [0.26306, 0.55143, 0.99333], [-1.24945, -0.38580, 0.92450], [1.57972, -1.56813, 0.94173], [0.58615, -1.43314, -0.48009], [0.44078, -3.70402, 0.34527], [-1.12314, -2.93813, 0.50513], [-0.61215, -4.28969, 2.47230], [-0.81315, -2.61308, 2.91196], [1.04885, -3.55327, 4.13247], [1.66577, -2.33266, 3.05325], [1.75830, -5.35428, 2.53196], [3.11963, -4.35799, 3.03984], [2.41862, -4.13235, 1.44552], [1.16113, 0.38831, 5.44140], [-0.27395, 0.90296, 5.46236], [-0.47167, 2.18924, 4.66140], [0.33513, 3.39041, 5.15878], [0.08060, 3.76935, 6.61702], [-1.36544, 4.15842, 6.90427], [1.85602, 1.10267, 5.88381], [1.25412, -0.54582, 5.99635], [1.48845, 0.20126, 4.41431], [-0.59488, 1.05586, 6.49569], [-0.93714, 0.13265, 5.05600], [-1.53534, 2.44295, 4.65319], [-0.19691, 1.99777, 3.61667], [0.10261, 4.25099, 4.52344], [1.40236, 3.19671, 5.02206], [0.73648, 4.60372, 6.87588], [0.37415, 2.94452, 7.27231], [-1.67457, 4.99725, 6.27648], [-1.49345, 4.45770, 7.94452], [-2.05310, 3.33185, 6.71688]], "charge": 1, "lumo_energy_ev": -3.9, "orbital_gap_ev": 8.772, "spin_multiplicity": 1}